Entry 1:
Formula: C15H32MnN3O2PSi
Source: the Open Molecules 2025 dataset
Level of theory: ωB97M-V with the def2-TZVPD basis set

The LUMO energy (alpha / beta) is 0.0160 / 0.0177 hartree. As for the energy above the lowest of the compared OMol25 structures with the same formula, charge and spin: 0.0 kJ/mol. The value obtained for the HOMO-LUMO gap (alpha / beta) is 6.3815 / 7.0029 eV. Its multiplicity is 4.

XYZ file:
```
55
Properties=species:S:1:pos:R:3:mulliken_spin:R:1
Mn -0.3842 0.0081 -0.1870 2.43
Si 1.4381 0.7871 1.4577 -0.09
P 0.0563 2.0594 -1.4899 -0.08
N 0.7564 -0.9882 -1.0888 0.66
H -1.9886 0.0609 -0.9713 -0.03
C -1.0624 2.4890 -2.9066 0.00
H -0.7244 3.3863 -3.4567 0.00
H -2.0794 2.6539 -2.5130 0.00
H -1.1027 1.6247 -3.5900 0.00
C 0.1224 3.6649 -0.5711 -0.01
H 0.3176 4.5115 -1.2528 0.00
H 0.9235 3.6032 0.1834 0.00
H -0.8350 3.8259 -0.0497 0.00
C 1.7111 1.9988 -2.3063 0.00
H 1.9092 2.9149 -2.8901 0.00
H 1.7458 1.1195 -2.9704 0.00
H 2.4770 1.8750 -1.5233 0.00
C 0.9224 1.9547 2.9004 -0.01
H 0.1299 1.4957 3.5205 0.00
H 0.5182 2.9066 2.5099 0.00
H 1.7781 2.1913 3.5592 0.00
H 2.1625 -0.3475 2.1672 -0.01
H 2.6225 1.5164 0.8389 -0.01
C 1.7548 -1.7250 -1.6730 -0.11
C 2.4918 -3.3707 -3.3160 -0.07
C 1.4655 -2.6215 -2.7323 0.15
C 3.0923 -1.5977 -1.2182 0.14
C 4.1080 -2.3490 -1.8149 -0.07
C 3.8149 -3.2381 -2.8633 0.13
H 2.2602 -4.0625 -4.1334 0.00
H 0.4297 -2.7076 -3.0742 0.00
H 3.2984 -0.9047 -0.3971 0.01
H 5.1386 -2.2438 -1.4586 0.00
H 4.6151 -3.8257 -3.3254 0.01
C -2.7014 1.5661 1.5526 -0.01
O -1.5396 1.3893 1.1424 -0.01
C -3.7865 0.5772 1.2482 -0.01
H -4.7868 1.0407 1.2679 0.00
H -3.7762 -0.2345 1.9991 0.00
H -3.5444 0.1231 0.2640 0.01
C -3.0187 2.8105 2.3407 0.00
H -3.7378 3.4339 1.7752 0.00
H -2.1020 3.3840 2.5397 0.00
H -3.5125 2.5470 3.2943 0.00
C -2.6672 -3.3417 2.0378 0.00
N -1.2193 -3.4225 2.0241 0.00
C -0.4189 -2.5057 1.4070 0.01
N 0.9211 -2.6977 1.4157 0.01
O -0.9354 -1.5365 0.8493 -0.03
H -3.0497 -2.4582 1.4882 0.00
H -3.0255 -3.2886 3.0871 0.00
H -3.0886 -4.2497 1.5586 0.00
H -0.7893 -4.2318 2.4965 0.00
H 1.5661 -2.0516 0.9625 -0.01
H 1.3293 -3.5194 1.8850 0.00
```

***

Entry 2:
Formula: C7H14N
Source: the Open Molecules 2025 dataset
Level of theory: ωB97M-V with the def2-TZVPD basis set

The LUMO energy is -0.1414 hartree. As for the energy above the lowest of the compared OMol25 structures with the same formula, charge and spin: 256.7 kJ/mol. Its charge is +1. The value obtained for the HOMO-LUMO gap is 8.4326 eV.

XYZ file:
```
22
Properties=species:S:1:pos:R:3:nbo_charge:R:1
C -0.3045 -2.3914 -0.1526 -0.22
C -0.5766 -0.9636 -0.2954 -0.46
C 0.5724 -0.1771 0.3450 -0.45
C 0.5360 1.7135 -1.1455 -0.40
C 0.1681 1.2682 0.0366 -0.04
C -0.8581 1.9983 0.7781 -0.25
C -0.6684 2.7646 1.8561 -0.34
N 0.8876 -2.9643 -0.9126 -0.67
H -1.1605 -2.8007 -0.7991 0.23
H -0.2706 -2.7904 0.8627 0.25
H -0.7570 -0.5024 -1.3162 0.25
H -1.5173 -0.6663 0.2930 0.27
H 1.5161 -0.2606 -0.1923 0.20
H 0.7774 -0.3448 1.3889 0.23
H 0.0145 2.7271 -1.5452 0.22
H 1.1086 1.1486 -1.9240 0.20
H -1.7422 2.0111 0.0280 0.22
H 0.3976 2.7872 2.1493 0.21
H -1.3296 3.5822 2.1361 0.23
H 0.9399 -3.9181 -0.8278 0.43
H 1.8253 -2.7382 -0.4773 0.45
H 0.7720 -2.7597 -1.9224 0.45
```

***

Entry 3:
Formula: C26H22Br2HgN5O4
Source: the Open Molecules 2025 dataset
Level of theory: ωB97M-V with the def2-TZVPD basis set

The LUMO energy (alpha / beta) is 0.1484 / 0.1483 hartree. Its charge is -2. The value obtained for the HOMO-LUMO gap (alpha / beta) is 4.2120 / 5.2519 eV. Its multiplicity is 2.

XYZ file:
```
60
Properties=species:S:1:pos:R:3:mulliken_spin:R:1
Hg -0.4526 -0.3913 0.5857 -0.01
C 1.8589 -0.3815 4.4285 0.00
C 1.6401 -0.2887 3.0064 0.00
O 0.5047 0.0834 2.6500 0.01
C 2.7432 -0.5270 2.2277 0.00
C 2.8979 -0.3605 0.8485 0.00
C 4.2881 -0.4575 0.3521 0.00
N 1.8710 -0.2412 0.0824 0.00
N 2.1379 0.0901 -1.2051 0.00
C 1.1092 0.1406 -1.9870 0.01
O -0.1587 -0.0884 -1.6931 0.00
C 1.4442 0.4385 -3.4543 0.00
C 2.6563 1.1158 -3.9113 0.00
C 2.8668 1.3911 -5.2378 0.00
C 1.9680 0.9871 -6.1969 0.00
C 0.8381 0.3003 -5.7674 0.00
C 0.6041 0.0406 -4.4405 0.00
H 2.8987 -0.5537 4.6542 0.00
H 1.1798 -1.0880 4.9190 0.00
H 1.5582 0.5706 4.8498 0.00
H 3.6885 -0.6998 2.8216 0.00
H 4.9280 -0.9059 1.0865 0.00
H 4.6967 0.5523 0.1587 0.00
H 4.3623 -1.1292 -0.4983 0.00
H 3.3295 1.5605 -3.1344 0.00
H 3.7957 1.9448 -5.5279 0.00
H 2.1968 1.1220 -7.2108 0.00
H 0.1430 0.0424 -6.5555 0.00
H -0.3304 -0.4539 -4.2298 0.00
Br -7.2326 1.1676 0.8482 0.00
C -5.2923 0.9468 0.8541 -0.03
C -4.9299 -0.4112 0.9316 0.18
C -3.6110 -0.6610 0.7778 -0.07
N -2.6888 0.2913 0.6429 0.15
C -2.9836 1.6064 0.5844 0.20
C -4.3926 1.9418 0.6606 0.07
C -2.0104 2.6224 0.4065 0.06
C -2.2154 4.0320 0.3139 0.12
C -1.1973 4.8657 0.4493 -0.07
Br -1.4868 6.7531 0.2942 0.01
C 0.1125 4.4603 0.6343 0.28
C 0.3110 3.0472 0.5249 -0.12
N -0.6970 2.2491 0.4158 0.12
H -5.6856 -1.1728 0.9743 0.03
H -3.1408 -1.6574 0.7314 -0.01
H -4.7117 2.9457 0.4332 0.03
H -3.2033 4.5329 0.0990 0.03
H 0.9676 5.1307 0.7272 0.03
H 1.3401 2.6622 0.5500 -0.01
O -2.5178 -2.9579 2.8042 0.00
C -1.6174 -3.4262 2.1230 0.00
C -1.1791 -4.9442 2.2595 0.00
C -0.2525 -5.0618 1.0311 0.00
C -0.0565 -3.6363 0.5151 0.00
O 0.7506 -3.4160 -0.3459 0.00
N -0.9028 -2.7895 1.1459 0.00
H -2.0308 -5.6181 2.1962 0.00
H -0.6591 -5.0362 3.2386 0.00
H -0.7474 -5.7092 0.2631 0.00
H 0.6964 -5.5705 1.2947 0.00
```

***

Entry 4:
Formula: C5H10O
Source: the Open Molecules 2025 dataset
Level of theory: ωB97M-V with the def2-TZVPD basis set

The LUMO energy is 0.0427 hartree. As for the energy above the lowest of the compared OMol25 structures with the same formula, charge and spin: 136.5 kJ/mol. The value obtained for the HOMO-LUMO gap is 10.8055 eV.

XYZ file:
```
16
Properties=species:S:1:pos:R:3:nbo_charge:R:1
C 1.3445 0.6566 0.5400 -0.62
C 0.1140 -0.2224 0.8660 -0.26
C -1.0489 0.7717 1.0994 -0.06
O -1.3177 0.7605 -0.3033 -0.54
C -0.6995 -0.5499 -0.3918 0.11
C 0.0008 -0.9037 -1.6889 -0.64
H 2.0709 0.6563 1.3526 0.21
H 0.9590 1.6545 0.4039 0.21
H 1.8785 0.4083 -0.3865 0.21
H 0.2739 -1.0419 1.5791 0.21
H -0.7377 1.7469 1.4903 0.17
H -1.9264 0.4247 1.6663 0.17
H -1.4565 -1.3240 -0.1724 0.16
H -0.7134 -0.9905 -2.5118 0.22
H 0.4981 -1.8769 -1.5746 0.22
H 0.7604 -0.1701 -1.9682 0.21
```

***

Ordered molar mass results: 400.4, 112.2, 828.9, 86.1; unit g mol⁻¹.